Entry from the Open Molecules 2025 dataset: a 19-piece molecular cluster, C35H87ClF17NO19 overall at a distorted geometry (wB97M-V/def2-TZVPD).

XYZ file:
```
160
Properties=species:S:1:pos:R:3:forces:R:3:mulliken_charge:R:1
C 5.032 -2.538 1.620 0.84 1.12 -0.33 -0.715
C 4.930 -3.259 0.150 0.11 0.59 0.49 -0.336
C 3.660 -4.341 0.033 1.48 1.19 -2.68 -0.091
Cl 3.348 -5.286 1.596 0.06 0.96 -1.53 -0.135
C 2.383 -3.468 -0.507 -1.86 0.02 0.45 0.818
C 0.840 -4.035 -0.200 0.60 0.35 -0.54 -0.571
C 0.036 -2.943 -1.120 -0.30 -1.13 0.46 0.159
C -1.634 -3.029 -1.186 1.21 0.41 0.12 0.635
C -2.131 -1.439 -1.041 0.35 -0.89 -0.96 -0.415
C -3.728 -1.224 -1.311 0.04 -3.10 -0.75 1.004
F -4.054 -2.170 -2.449 0.54 2.88 2.98 -0.339
F -4.612 -1.732 -0.194 2.62 2.06 -3.23 -0.335
C -4.182 0.244 -1.852 -3.25 -0.69 -2.55 0.246
F -3.667 0.544 -3.242 -1.16 -0.92 5.16 -0.279
F -5.675 0.111 -2.085 4.49 0.60 0.88 -0.336
C -4.059 1.503 -0.813 -4.56 1.58 -1.76 0.555
F -4.737 2.611 -1.607 2.31 -3.22 2.45 -0.338
F -5.049 1.264 0.267 3.85 0.65 -2.77 -0.305
C -2.614 2.056 -0.424 2.24 3.42 -3.31 0.973
F -1.624 1.642 -1.496 -3.47 0.90 3.37 -0.252
F -2.661 3.560 -0.636 -0.01 -4.87 1.03 -0.326
C -1.896 1.814 0.972 4.30 1.11 1.19 0.377
F -1.438 3.164 1.485 -1.67 -4.48 -1.35 -0.231
F -0.594 1.084 0.717 -4.22 1.99 0.90 -0.192
C -2.595 1.073 2.212 -3.02 -0.12 2.06 0.503
F -3.667 2.003 2.736 3.37 -3.13 -2.23 -0.308
F -3.222 -0.268 1.908 2.00 4.55 0.48 -0.152
C -1.649 0.758 3.524 0.48 1.13 2.93 0.253
F -2.442 1.137 4.754 2.67 -1.32 -4.15 -0.302
F -0.387 1.512 3.612 -4.12 -2.26 -0.75 -0.051
C -1.260 -0.827 3.733 2.25 -2.46 2.50 0.429
F -0.639 -1.479 2.558 -2.69 2.29 3.97 -0.108
F -2.374 -1.638 4.352 3.94 2.90 -2.85 -0.181
F -0.185 -0.827 4.798 -3.77 -0.06 -3.77 -0.247
N 0.677 -3.200 -2.500 1.74 -0.12 2.13 -0.352
C 2.177 -3.283 -2.153 3.64 0.25 -4.48 0.163
O 3.138 -3.179 -3.111 -6.20 -0.84 6.35 -0.581
H 6.018 -2.910 2.166 -2.42 0.58 -0.86 0.306
H 4.068 -2.622 2.278 1.98 -0.09 -1.24 0.220
H 5.205 -1.372 1.441 -0.44 -2.52 0.42 0.113
H 4.809 -2.377 -0.645 -0.08 -2.27 1.49 0.184
H 5.969 -3.751 -0.080 -2.23 0.63 0.36 0.356
H 4.005 -5.106 -0.814 -1.04 1.49 2.00 0.292
H 2.401 -2.402 0.001 0.27 -1.97 -1.12 -0.572
H 0.788 -5.086 -0.727 -0.21 1.93 1.20 0.137
H 0.527 -4.118 0.924 0.74 0.24 -2.15 0.220
H 0.342 -1.876 -0.746 -0.48 -1.85 -0.83 -0.184
H -1.872 -3.488 -2.238 0.23 1.03 2.28 0.177
H -2.019 -3.707 -0.308 0.72 1.51 -1.88 -0.261
H -1.738 -1.089 0.002 -1.14 -0.32 -1.98 -0.239
H -1.562 -0.878 -1.929 -1.39 -0.97 2.05 0.331
H 0.282 -4.105 -2.894 0.93 1.49 0.48 0.304
C 1.062 5.853 0.850 -0.06 -0.23 -0.03 -0.098
O -0.176 6.111 1.485 -0.58 -0.26 0.14 -0.582
H 1.654 6.771 0.839 -0.19 -0.12 0.03 0.287
H 1.603 5.081 1.402 0.23 0.01 -0.14 -0.002
H 0.884 5.525 -0.177 0.29 0.02 -0.11 0.085
H -0.679 5.279 1.480 0.25 0.60 0.03 0.299
C -0.388 4.877 -3.129 -0.16 0.00 0.09 -0.274
O -0.229 6.230 -2.747 -0.14 0.29 0.38 -0.490
H 0.420 4.603 -3.811 -0.09 0.10 0.12 0.220
H -0.346 4.239 -2.243 0.00 -0.26 -0.13 -0.046
H -1.348 4.751 -3.636 0.03 -0.27 -0.06 0.315
H -0.961 6.445 -2.143 0.47 0.01 -0.29 0.256
C -8.603 2.613 -0.638 0.20 -0.09 -0.04 -0.483
O -7.732 3.571 -0.063 0.55 0.08 0.13 -0.547
H -9.630 2.978 -0.564 0.21 0.02 0.04 0.258
H -8.344 2.470 -1.690 -0.20 -0.18 -0.05 0.226
H -8.514 1.668 -0.097 -0.20 -0.14 -0.14 0.230
H -6.829 3.220 -0.143 -0.52 0.28 0.04 0.303
C 2.913 1.185 2.377 0.00 0.04 0.14 -0.408
O 2.932 0.213 1.348 -0.49 -0.51 -0.50 -0.236
H 3.909 1.624 2.471 -0.23 -0.11 -0.04 0.333
H 2.194 1.969 2.126 0.04 0.21 0.20 0.003
H 2.636 0.712 3.322 0.06 0.23 0.16 0.257
H 2.036 -0.158 1.289 0.56 0.15 0.00 0.049
C 3.157 5.173 -5.041 -0.09 -0.19 0.23 -0.401
O 3.316 6.527 -4.658 -0.19 0.70 0.40 -0.489
H 3.965 4.899 -5.722 -0.12 0.12 0.14 0.259
H 3.199 4.536 -4.154 0.00 -0.23 -0.25 0.076
H 2.197 5.047 -5.548 0.03 -0.21 -0.10 0.226
H 2.585 6.741 -4.054 0.34 -0.03 -0.31 0.314
C -5.593 -3.961 4.955 0.21 0.04 -0.01 -0.380
O -5.062 -2.722 5.386 0.46 0.22 -0.06 -0.477
H -6.646 -4.014 5.239 0.19 0.09 -0.02 0.244
H -5.506 -4.038 3.869 -0.14 -0.24 -0.06 0.115
H -5.047 -4.778 5.434 -0.16 -0.21 -0.09 0.227
H -4.126 -2.704 5.121 -0.59 0.07 0.23 0.304
C -5.787 -4.901 -1.282 -0.22 0.01 0.00 -0.249
O -5.768 -5.873 -2.311 -0.25 -0.42 -0.24 -0.504
H -4.791 -4.462 -1.189 -0.11 -0.09 -0.08 -0.198
H -6.506 -4.117 -1.534 0.11 0.16 0.25 0.352
H -6.064 -5.375 -0.337 0.01 0.20 0.19 0.371
H -6.664 -6.244 -2.371 0.56 0.16 -0.08 0.272
C 1.657 -8.795 3.348 -0.12 0.17 0.18 -0.539
O 1.816 -7.441 3.730 -0.14 0.21 0.40 -0.410
H 2.465 -9.069 2.666 -0.10 0.15 0.12 0.230
H 1.699 -9.433 4.235 -0.01 -0.26 -0.14 0.279
H 0.697 -8.921 2.841 0.00 -0.24 -0.10 0.206
H 1.085 -7.227 4.335 0.48 -0.01 -0.43 0.239
C 4.600 6.083 1.589 0.22 0.04 -0.10 -0.442
O 5.296 4.853 1.514 0.40 -0.23 -0.27 -0.479
H 3.722 5.955 2.226 0.19 -0.06 -0.08 0.108
H 5.252 6.846 2.020 -0.21 0.20 0.00 0.336
H 4.280 6.383 0.588 -0.15 0.24 0.07 0.220
H 6.070 4.997 0.942 -0.43 -0.18 0.36 0.273
C 5.320 9.770 -4.362 -0.08 -0.23 -0.02 -0.527
O 4.713 9.131 -3.254 -0.16 -0.39 0.20 -0.483
H 5.505 10.817 -4.111 -0.06 -0.17 0.05 0.232
H 6.269 9.280 -4.592 0.07 0.18 -0.21 0.245
H 4.652 9.718 -5.225 0.17 0.12 -0.17 0.231
H 4.561 8.205 -3.506 0.01 0.37 0.05 0.312
C -2.843 -5.618 -4.299 -0.15 -0.10 0.01 -0.512
O -2.684 -4.264 -3.917 -0.20 0.27 0.22 -0.492
H -2.035 -5.892 -4.981 -0.08 0.15 0.10 0.289
H -2.801 -6.256 -3.412 -0.07 -0.23 -0.12 0.106
H -3.803 -5.744 -4.806 0.08 -0.25 0.01 0.296
H -3.415 -4.050 -3.313 0.26 -0.03 -0.44 0.195
C 3.737 2.197 -2.066 -0.02 -0.23 0.04 -0.368
O 3.694 2.144 -3.481 -0.22 -0.33 -0.48 -0.535
H 4.136 3.167 -1.759 -0.05 -0.12 -0.12 0.246
H 2.728 2.077 -1.666 0.07 0.02 0.29 0.079
H 4.387 1.403 -1.691 -0.06 0.11 0.28 0.307
H 3.337 1.272 -3.723 0.26 0.50 0.04 0.286
C -1.029 8.230 -5.071 0.16 0.12 0.13 -0.351
O -0.713 9.515 -5.574 0.35 0.42 0.00 -0.539
H -1.948 7.878 -5.546 0.12 0.15 -0.01 0.284
H -0.215 7.538 -5.299 -0.14 -0.22 0.15 0.130
H -1.181 8.288 -3.990 -0.02 -0.28 -0.06 0.172
H 0.106 9.801 -5.134 -0.49 -0.11 -0.31 0.308
C -2.543 -7.257 -0.374 -0.30 -0.24 -0.13 -0.869
O -2.384 -5.903 0.008 -0.21 0.36 0.42 -0.162
H -1.735 -7.531 -1.056 -0.08 0.14 0.14 0.282
H -2.501 -7.894 0.513 -0.02 -0.29 -0.12 0.319
H -3.503 -7.383 -0.881 0.06 -0.24 -0.05 0.244
H -3.115 -5.689 0.612 0.33 0.00 -0.35 0.185
C 6.053 -4.833 -4.264 -0.04 -0.13 -0.09 -0.530
O 6.116 -5.201 -2.898 0.03 -0.53 0.44 -0.463
H 6.023 -3.743 -4.337 -0.04 -0.21 0.13 0.174
H 6.938 -5.207 -4.784 -0.03 0.10 -0.22 0.305
H 5.149 -5.251 -4.714 0.03 0.17 -0.22 0.244
H 6.141 -6.173 -2.865 0.01 0.59 0.06 0.274
C -0.617 3.752 6.465 -0.14 -0.08 -0.11 -0.619
O 0.179 3.985 5.318 0.08 -0.10 -0.59 -0.462
H -0.112 4.171 7.339 -0.01 -0.04 -0.21 0.273
H -1.588 4.238 6.341 -0.08 -0.06 0.25 0.291
H -0.750 2.677 6.605 -0.14 0.01 0.24 0.242
H -0.294 3.603 4.559 0.38 0.30 0.43 0.260
C 3.711 2.468 6.077 -0.14 0.16 -0.04 -0.549
O 3.961 3.007 4.792 -0.17 0.38 -0.28 -0.393
H 4.331 1.580 6.217 -0.04 0.16 -0.12 0.254
H 3.962 3.209 6.839 -0.05 -0.17 0.21 0.287
H 2.657 2.190 6.157 -0.01 -0.08 0.25 0.149
H 3.397 3.793 4.697 0.31 -0.43 -0.01 0.256
C -1.517 -6.324 3.551 0.15 -0.08 -0.42 -0.877
O -0.721 -6.091 2.403 -0.07 -0.13 -0.14 -0.130
H -1.012 -5.905 4.424 -0.05 0.01 -0.14 0.294
H -2.488 -5.839 3.426 -0.18 -0.04 0.31 0.258
H -1.650 -7.400 3.690 -0.18 -0.03 0.27 0.339
H -1.194 -6.474 1.645 0.36 0.49 0.19 0.154
```
Forces are in eV/Å.

The calculation puts the total energy at -5027.145456 Ha. As for the molar mass: 1184.49 g mol⁻¹. The HOMO energy is -9.81 eV. The gap between HOMO and LUMO is 7.33 eV. For the LUMO energy, the calculation gives -2.49 eV.